1.
DFT (the ωB97M-V functional and the def2-TZVPD basis) results for a 3-piece molecular cluster, C44H74Cl2N2O10P2 overall.

Positions of all 134 atoms, in Å:
H: 0.004 -2.346 -0.390
H: -0.996 -4.647 -6.466
C: -1.081 2.907 0.420
H: -5.880 3.057 3.503
H: -1.135 1.273 5.015
H: 2.206 -0.884 0.070
H: 5.545 -8.687 -2.384
O: 2.275 -2.562 -6.367
C: -1.530 6.664 -0.856
C: -2.296 2.759 1.269
H: -2.373 5.977 -2.856
H: 2.928 -2.864 -2.343
N: -8.010 5.536 2.596
C: -3.146 5.169 0.517
N: -1.158 0.255 4.980
C: -6.417 7.208 1.503
H: -3.290 7.344 -2.127
H: -5.515 2.417 5.196
H: 7.652 -6.514 -2.861
H: 1.835 3.481 2.094
H: -1.701 7.527 -0.169
C: -10.009 4.539 1.681
H: 5.480 -4.714 1.897
C: 6.616 -6.861 -2.872
H: -10.863 4.340 0.992
P: 1.038 -3.040 -5.302
C: 1.614 -4.553 -2.225
H: 3.763 4.303 3.857
C: 2.019 -0.174 -5.864
H: -3.230 3.823 3.546
H: 3.129 3.464 -0.665
C: -1.154 0.842 2.490
C: -3.711 2.972 4.092
H: -0.429 6.606 -1.100
H: 4.425 3.020 1.553
H: 4.297 -7.322 2.952
C: -3.995 6.405 0.934
H: 2.022 0.817 -6.320
C: 0.066 1.003 1.657
H: -7.334 7.617 1.001
O: 1.024 -4.520 -6.031
H: -3.982 6.443 2.068
H: 6.026 -6.095 -2.366
C: 2.117 3.612 -0.177
H: 2.113 5.135 1.402
C: 2.412 4.044 1.319
C: 1.281 0.034 1.952
Cl: 2.850 0.964 2.200
H: 5.430 4.569 3.244
C: -5.243 3.196 4.423
C: 5.058 -5.707 1.734
O: -4.660 3.334 1.072
H: 4.096 -5.579 1.226
H: -2.343 -0.667 3.483
H: 2.835 -0.235 -5.140
C: -1.143 4.052 -0.655
H: 6.229 -11.110 0.361
P: 5.490 -7.859 0.262
H: 7.275 -8.881 -2.589
C: 6.508 -8.212 -2.188
H: -3.585 7.389 0.592
Cl: 1.823 -2.666 1.717
C: -8.982 5.565 1.595
H: -5.962 5.326 0.488
H: -7.102 7.099 3.650
H: 4.333 -5.758 3.770
H: 6.284 -6.927 -3.910
H: -5.388 4.195 4.912
H: -7.940 4.106 4.368
H: 0.046 -5.887 -7.166
H: 1.644 4.451 -0.764
H: -0.778 -1.471 0.975
H: -6.014 5.740 3.192
C: -3.630 1.623 3.214
H: -1.965 -0.093 5.501
H: 1.277 -4.440 -1.192
H: 5.073 -9.484 2.691
O: 5.963 -6.411 0.896
H: 1.114 -4.072 -8.620
H: 5.837 -6.668 3.509
H: 1.135 -0.517 2.922
C: 1.420 -1.091 0.835
C: 2.001 -3.207 -2.811
H: -3.104 2.786 5.028
H: -3.609 0.788 3.959
C: -2.253 6.917 -2.255
H: -4.559 1.485 2.593
H: 1.245 -2.446 -2.604
C: -2.345 1.725 2.331
H: -1.689 7.676 -2.870
H: 3.060 -1.070 -7.515
H: -0.626 -1.161 3.401
C: -6.828 6.412 2.793
C: -0.025 -4.821 -6.940
H: 4.594 -10.458 0.442
H: -0.142 -2.972 -8.052
H: 0.825 -5.044 -2.797
O: 4.476 -7.347 -0.738
C: -3.513 3.713 0.979
H: 1.307 -1.220 -7.611
H: -5.792 8.082 1.857
H: 5.081 -11.734 1.566
C: 1.347 2.240 -0.351
C: -1.288 -0.267 3.599
H: -10.169 2.936 3.326
O: 6.740 -8.095 -0.787
C: -2.030 5.293 -0.269
C: 5.899 -9.796 2.045
H: -0.594 -4.401 -8.983
H: 2.046 1.356 -0.295
H: 1.082 -0.286 -5.307
C: 0.000 -1.364 0.166
O: 2.244 -3.308 -4.210
O: -0.134 -3.238 -4.366
C: -8.411 4.468 3.430
H: -9.010 6.307 0.767
C: 4.340 4.726 2.985
C: 4.874 -6.400 3.072
C: -9.605 3.810 2.937
C: -5.510 6.350 0.502
O: -0.560 4.017 -1.716
C: 3.978 4.047 1.606
H: 2.472 -5.230 -2.236
C: 5.426 -10.837 1.048
C: 2.160 -1.249 -6.925
C: 0.117 2.046 0.589
H: 6.672 -10.224 2.686
C: 0.097 -4.024 -8.228
H: 0.950 2.217 -1.411
H: -0.298 -0.543 -0.535
O: 6.467 -8.645 1.411
H: -5.708 6.792 -0.520
H: 4.190 5.842 2.983
H: 4.478 4.674 0.808

Output
Total charge: 0
Multiplicity: 1
SMILES string: CCCCCc1c2c(c(CCC)c(CN)c1[C@H](Cl)[C@H](C)Cl)C(=O)C(CCCCn1cccc1)=C(CC)C2=O.CCOP(=O)(OCC)OCC.CCOP(=O)(OCC)OCC
Electronic energy in Ha: -4185.79884

2.
DFT (the ωB97M-V functional and the def2-TZVPD basis) results for C44H75N2O5P2RbSeSi as an isolated structure.

Positions of all 131 atoms, in Å:
N: -5.941 -2.238 -1.676
H: -0.578 6.491 -3.207
H: 2.099 -3.281 -1.758
H: -3.606 -3.352 -0.224
H: -4.120 -5.718 -0.530
H: 2.833 0.411 3.607
O: -1.855 -3.506 -1.372
C: -2.759 -4.029 -0.381
C: 1.762 -5.337 -1.148
C: 1.728 2.770 -0.218
C: 4.407 -1.751 -1.046
H: 4.415 4.644 0.768
C: 2.375 5.084 1.279
C: -3.325 -5.027 -2.464
C: 4.017 0.660 -2.301
C: 3.056 0.253 -1.364
C: -1.849 5.802 -0.049
H: 0.160 1.279 2.213
H: -3.611 0.050 -3.494
C: -3.192 -5.358 -0.972
H: 5.530 -1.475 1.279
Rb: -1.113 -0.977 -0.469
H: 2.611 5.966 1.863
C: -5.211 -1.204 -2.105
H: -2.251 6.659 -2.686
H: -3.547 4.670 -1.893
H: -2.316 -2.182 3.189
H: -2.347 3.623 3.693
H: -1.340 0.420 1.914
C: 2.804 -1.242 2.239
H: -5.982 -2.375 -0.612
C: 0.713 3.540 0.399
H: -6.048 -2.396 -4.908
C: -1.564 4.623 -2.707
H: 2.716 -5.556 -1.638
H: 3.157 -3.767 0.530
C: -1.454 3.663 3.058
O: -3.615 0.533 0.199
H: 2.165 0.827 2.039
H: 6.421 0.471 2.523
C: 3.048 3.216 -0.063
P: 2.071 -1.546 0.553
O: -2.213 -2.101 2.236
H: 1.602 1.233 -3.730
C: -1.572 2.571 1.970
H: 3.865 1.597 -2.826
C: 1.211 1.935 -2.985
H: 6.182 -1.943 -2.236
C: -1.112 1.074 3.941
H: -7.018 -3.762 -2.724
H: 1.358 -7.132 0.008
Se: -5.334 -1.858 1.436
C: 1.060 4.675 1.137
H: -0.259 -5.262 0.611
H: -2.790 6.362 -0.151
C: 2.134 -3.387 0.418
H: 0.536 -3.569 -1.019
H: -2.412 -6.108 -0.811
H: 1.778 2.867 -3.100
H: 4.435 0.773 1.040
H: 0.645 1.778 4.992
H: -3.177 -2.050 1.942
H: -1.369 -0.548 -3.679
C: -2.178 4.318 -0.270
H: -0.867 2.329 5.691
O: -2.808 0.581 -3.299
C: 0.701 -5.384 1.118
H: 0.406 -3.341 1.745
C: 5.450 0.042 2.781
C: -5.906 -2.188 -3.859
C: 5.136 -0.097 -2.608
P: -1.032 2.918 0.228
H: -2.185 1.124 4.150
H: -1.453 4.661 2.622
H: 0.286 5.253 1.620
H: 6.179 -2.002 2.822
H: -2.797 0.689 -2.340
H: -2.220 -4.091 0.563
C: -1.318 6.112 -2.497
H: -3.050 4.076 0.353
C: 1.249 -4.005 1.521
O: -0.560 -1.088 -3.777
C: -0.911 1.267 2.444
H: 0.665 3.416 3.322
H: -0.724 7.439 -0.887
H: 1.825 -4.090 2.447
H: 3.850 2.652 -0.527
H: -4.743 -0.564 -1.374
H: 0.502 -5.979 2.013
H: 3.973 -2.051 3.830
H: -1.502 5.994 0.966
C: 4.319 0.823 2.126
C: 5.377 -1.419 2.358
H: 5.354 0.107 3.873
H: 2.653 -6.146 0.659
H: -2.632 2.330 1.827
C: 3.298 -0.975 -0.708
H: 0.120 5.901 -0.929
C: -0.230 3.449 3.946
H: 4.560 -2.711 -0.564
C: -6.400 -2.883 -2.786
H: -4.104 -0.240 0.665
H: -1.873 4.412 -3.734
H: -4.358 -4.785 -2.714
H: -0.097 4.298 4.625
H: 1.954 -1.587 2.843
C: 5.328 -1.324 -1.987
C: 2.960 0.259 2.527
C: 4.028 -2.028 2.732
H: 3.974 -3.071 2.411
H: 0.975 -5.687 -1.822
H: -0.626 4.079 -2.551
N: -5.154 -1.124 -3.425
C: -0.356 2.143 4.741
H: 0.143 -0.472 -3.533
H: -2.832 3.064 -1.915
H: 0.175 2.144 -3.259
H: -4.331 1.177 0.156
C: -0.859 6.367 -1.066
C: -2.612 4.117 -1.727
Si: 1.303 1.140 -1.204
C: 3.377 4.344 0.669
C: 1.668 -6.098 0.181
H: 4.362 1.882 2.391
H: -1.617 -3.916 -3.350
H: -3.007 -5.850 -3.105
H: 5.846 0.257 -3.349
C: 1.600 -3.822 -0.950
C: -2.439 -3.780 -2.647
H: -0.796 0.071 4.239
H: -3.032 -2.920 -2.975

Output
Total charge: -2
Multiplicity: 1
Electronic energy in Ha: -5605.12758

Largest force on an atom readings, ordered: 0.1715 0.0135 Eh/bohr
HOMO-LUMO gap readings, ordered: 0.25726 0.14763 Ha